[1]
This record from OMol25 describes C6H12N2O as an isolated structure in a non-equilibrium geometry. The level of theory is ωB97M-V with the def2-TZVPD basis set.

Structure (XYZ):
```
21
Properties=species:S:1:pos:R:3:mulliken_charge:R:1
C -2.703 0.517 -0.122 -0.345
C -1.348 0.551 0.547 0.499
C -0.262 1.327 -0.305 -0.743
C -0.403 -0.568 0.185 0.774
C 0.622 -1.102 1.166 -1.160
C -0.690 -1.397 -1.022 -1.546
N 2.023 2.085 -0.381 -0.593
N 0.696 2.213 0.154 -0.189
O -3.643 0.052 0.443 -0.455
H -2.797 1.074 -1.156 0.250
H -1.672 0.793 1.580 0.377
H -0.779 1.580 -1.300 0.225
H 0.567 -0.296 1.873 0.339
H 1.644 -1.086 0.738 0.229
H 0.470 -2.067 1.747 0.355
H -0.724 -2.489 -0.745 0.354
H 0.220 -1.471 -1.694 0.285
H -1.436 -1.048 -1.605 0.433
H 2.077 2.203 -1.354 0.276
H 2.264 1.009 -0.293 0.256
H 0.806 2.122 1.154 0.379
```

The value obtained for the HOMO energy is -7.821 eV. The value obtained for the frontier orbital gap is 0.31776 hartree. As for the LUMO energy: 0.83 eV. Its charge is 0. The largest force on an atom comes out at 5.0 eV/Å. As for the energy: -11439.736 eV.

---

[2]
This record from OMol25 describes one molecule with the formula CH3BrO3 in a non-equilibrium geometry. The level of theory is ωB97M-V with the def2-TZVPD basis set.

Structure (XYZ):
```
8
Properties=species:S:1:pos:R:3:mulliken_charge:R:1
C -0.209 -0.842 -0.661 -0.391
O 0.086 0.407 -1.054 -0.258
O 0.988 1.250 -0.032 0.080
O 0.787 0.948 1.163 -0.183
Br -0.835 1.750 1.954 0.074
H 0.643 -1.631 -0.799 0.209
H -1.112 -1.072 -1.091 0.278
H -0.347 -0.809 0.519 0.190
```

The value obtained for the HOMO energy (spin up / spin down) is -10.404 / -10.403 eV. The value obtained for the frontier orbital gap (spin up / spin down) is 0.32452 / 0.32452 hartree. As for the LUMO energy (spin up / spin down): -1.57 / -1.57 eV. Its charge is 0. The largest force on an atom comes out at 6.1 eV/Å. Its SMILES is COOOBr. As for the energy: -77262.987 eV.

---

[3]
This record from OMol25 describes a 8-piece molecular cluster, C7H25NO7 overall in a non-equilibrium geometry. The level of theory is ωB97M-V with the def2-TZVPD basis set.

Structure (XYZ):
```
40
Properties=species:S:1:pos:R:3:mulliken_charge:R:1
C -1.527 2.175 -0.693 -1.615
C -0.572 1.009 -0.487 0.124
C -0.349 0.497 0.958 0.417
C -0.581 1.150 2.165 -0.955
N -0.043 0.378 3.134 0.089
C 0.680 -0.699 2.578 -1.788
C 0.329 -0.738 1.175 1.419
C 0.714 -1.666 0.208 -0.419
H -2.393 2.139 0.064 0.239
H -0.962 3.064 -0.491 0.391
H -2.097 2.079 -1.558 0.466
H 0.402 1.153 -0.949 -0.092
H -1.062 0.138 -0.904 0.142
H -0.952 2.169 2.282 0.398
H 0.068 0.810 4.059 0.268
H 1.183 -1.447 3.052 0.555
H -0.034 -2.555 0.117 0.163
H 0.757 -1.061 -0.759 -0.063
H 1.797 -2.015 0.312 0.329
O 1.944 2.478 3.465 -0.643
H 2.480 1.831 2.978 0.321
H 1.855 3.155 2.784 0.298
O 2.427 0.757 -3.205 -0.724
H 1.640 1.236 -2.822 0.313
H 2.106 -0.148 -3.197 0.442
O -3.058 -2.038 -0.855 -0.618
H -3.562 -1.810 -0.013 0.325
H -3.836 -2.381 -1.377 0.266
O -0.545 -2.466 -2.343 -0.590
H -0.434 -3.349 -2.526 0.297
H -1.406 -2.523 -1.928 0.243
O -3.247 -0.774 1.952 -0.693
H -2.269 -0.660 1.629 0.371
H -3.696 -0.023 1.912 0.282
O 1.564 -1.627 -3.618 -0.694
H 1.954 -2.403 -3.056 0.327
H 0.712 -1.575 -3.314 0.391
O 3.558 1.705 0.048 -0.630
H 3.297 2.646 -0.002 0.311
H 3.159 1.389 -0.776 0.337
```

The value obtained for the HOMO energy is -8.047 eV. The value obtained for the frontier orbital gap is 0.30454 hartree. As for the LUMO energy: 0.24 eV. Its charge is 0. The largest force on an atom comes out at 7.8 eV/Å. Its SMILES is CCc1c[nH]cc1C.O.O.O.O.O.O.O. As for the energy: -23485.362 eV.

---

[4]
This record from OMol25 describes one molecule with the formula C7H11N in a non-equilibrium geometry. The level of theory is ωB97M-V with the def2-TZVPD basis set.

Structure (XYZ):
```
19
Properties=species:S:1:pos:R:3:mulliken_charge:R:1
C -2.119 2.271 2.886 -0.781
C -1.741 2.015 1.630 -0.127
C -1.393 0.673 1.173 -0.182
C -0.509 0.486 0.182 -0.505
C 0.057 -0.853 -0.143 -0.166
C 0.866 -0.922 -1.422 -0.349
C 1.769 -1.864 -1.686 -0.188
N 2.521 -1.924 -2.894 -0.611
H -2.198 1.408 3.554 0.223
H -2.374 3.247 3.278 0.273
H -1.530 2.907 1.031 0.248
H -1.945 -0.069 1.749 0.325
H -0.238 1.365 -0.399 0.293
H -0.655 -1.690 -0.232 0.299
H 0.732 -1.236 0.646 0.231
H 0.694 -0.182 -2.215 0.191
H 2.101 -2.644 -1.013 0.323
H 3.516 -1.924 -2.689 0.248
H 2.446 -1.066 -3.434 0.251
```

The value obtained for the HOMO energy is -8.179 eV. The value obtained for the frontier orbital gap is 0.34353 hartree. As for the LUMO energy: 1.17 eV. Its charge is 0. The largest force on an atom comes out at 1.9 eV/Å. Its SMILES is C=C/C=C/C/C=C/N. As for the energy: -8925.274 eV.

---

Q: Which energy above the lowest of the compared OMol25 structures with the same formula, charge and spin values were calculated for the entries above? A: 113.8 156.0 80.2 56.6, in kcal per mole.